Molecular formula: C10H10O
Method: DFT, the ωB97M-V functional and the def2-TZVPD basis

Calculated values
HOMO energy: -0.343 Eh
gap between HOMO and LUMO: 9.7 eV
structure (SMILES): O=C1CCCc2ccccc21
LUMO level: 0.4 eV

The geometry in XYZ format:
```
21
Properties=species:S:1:pos:R:3:nbo_charge:R:1
C -1.21 1.07 0.08 0.586
C -2.37 0.07 0.24 -0.502
C -2.05 -1.26 -0.45 -0.392
C -0.80 -1.84 0.18 -0.427
C 0.36 -0.88 0.07 0.040
C 1.66 -1.37 0.02 -0.224
C 2.74 -0.50 -0.03 -0.178
C 2.50 0.90 -0.06 -0.222
C 1.22 1.40 -0.03 -0.144
C 0.17 0.50 0.06 -0.193
H -3.26 0.58 -0.12 0.238
H -2.49 -0.07 1.34 0.222
H -1.85 -1.06 -1.50 0.206
H -2.91 -1.96 -0.40 0.218
H -0.96 -2.00 1.26 0.216
H -0.49 -2.81 -0.29 0.220
H 1.79 -2.45 0.03 0.212
H 3.77 -0.87 -0.05 0.218
H 3.35 1.58 -0.04 0.214
H 1.05 2.46 -0.04 0.239
O -1.41 2.26 -0.08 -0.547
```


Molecular formula: C4H10NOS
Method: DFT, the ωB97M-V functional and the def2-TZVPD basis

Calculated values
HOMO energy: -0.088 Eh
gap between HOMO and LUMO: 6.1 eV
structure (SMILES): CN[C@H](CO)C[S-]
total charge: -1
LUMO level: 3.7 eV

The geometry in XYZ format:
```
17
Properties=species:S:1:pos:R:3:nbo_charge:R:1
C 0.99 -1.59 -1.19 -0.433
N 1.16 -0.15 -0.64 -0.638
C 0.23 0.23 0.43 -0.108
C 0.42 1.77 0.71 -0.544
S -0.36 2.30 2.19 -0.691
C -1.25 -0.10 0.03 -0.080
O -1.97 -0.91 0.95 -0.771
H 0.76 -2.28 -0.28 0.210
H 0.23 -1.61 -2.05 0.162
H 1.91 -1.83 -1.66 0.182
H 1.25 0.45 -1.38 0.347
H 0.27 -0.30 1.34 0.197
H 0.04 2.24 -0.21 0.161
H 1.57 2.03 0.90 0.190
H -2.10 -0.50 1.81 0.486
H -1.91 0.81 -0.02 0.172
H -1.24 -0.55 -0.93 0.156
```


Molecular formula: C7H12N
Method: DFT, the ωB97M-V functional and the def2-TZVPD basis

Calculated values
HOMO energy (spin up / spin down): -0.517 / -0.517 Eh
gap between HOMO and LUMO (spin up / spin down): 7.0 / 7.0 eV
total charge: +1
LUMO level (spin up / spin down): -7.0 / -7.0 eV

The geometry in XYZ format:
```
20
Properties=species:S:1:pos:R:3:nbo_charge:R:1
C 0.57 0.25 -0.93 0.143
C -0.36 -0.39 0.01 -0.058
C 0.86 2.43 0.02 -0.073
C 1.10 1.55 -1.03 -0.154
C 1.85 2.01 -2.29 -0.629
C -1.49 -2.07 2.25 -0.654
C -1.49 -2.32 0.76 -0.291
N -0.75 -1.64 -0.14 -0.171
H 1.04 -0.47 -1.69 0.248
H -0.58 0.10 0.87 0.186
H 0.25 2.42 0.94 0.231
H 1.16 3.57 -0.02 0.236
H 2.09 1.09 -2.85 0.236
H 2.79 2.69 -2.02 0.262
H 1.12 2.54 -2.87 0.249
H -2.19 -2.72 2.74 0.251
H -0.46 -2.29 2.74 0.234
H -1.80 -1.02 2.52 0.209
H -2.52 -2.27 0.21 0.290
H -1.21 -3.47 0.78 0.254
```


Molecular formula: C46H45BrN7O7SW
Method: DFT, the ωB97M-V functional and the def2-TZVPD basis

Calculated values
HOMO energy (spin up / spin down): -0.559 / -0.559 Eh
gap between HOMO and LUMO (spin up / spin down): 6.1 / 6.0 eV
total charge: +3
LUMO level (spin up / spin down): -9.1 / -9.1 eV

The geometry in XYZ format:
```
108
Properties=species:S:1:pos:R:3:lowdin_charge:R:1
W -0.21 0.77 0.68 2.077
O -1.43 -0.26 1.82 -0.183
C -1.39 -0.68 3.11 -0.266
C -2.22 -1.70 3.55 0.019
C -2.22 -2.07 4.89 -0.002
C -1.36 -1.43 5.80 -0.031
C -0.53 -0.44 5.36 -0.013
C -0.53 -0.03 4.03 -0.156
C 0.14 1.19 3.69 0.046
N 0.14 1.73 2.49 -0.121
N 0.53 3.02 2.42 0.132
C 0.22 3.52 1.28 -0.333
O -0.36 2.67 0.40 -0.194
C 0.36 4.92 0.85 -0.163
C 0.38 5.19 -0.51 -0.018
C 0.63 6.48 -1.00 -0.052
C 0.97 7.49 -0.11 -0.048
C 0.86 7.27 1.29 -0.045
C 0.60 5.98 1.78 -0.002
H -2.97 -2.11 2.88 0.134
H -2.89 -2.83 5.26 0.130
H -1.43 -1.64 6.84 0.122
H 0.04 0.17 6.06 0.142
H 0.49 1.78 4.50 0.148
H 0.15 4.40 -1.21 0.090
H 0.77 6.65 -2.03 0.101
H 1.32 8.47 -0.53 0.138
H 1.10 8.13 1.93 0.117
H 0.62 5.71 2.94 0.161
C -4.10 2.02 2.66 -0.026
O -3.27 1.85 1.50 -0.088
C -3.92 1.41 0.42 -0.208
C -5.32 1.56 0.20 0.015
C -5.84 1.07 -1.04 -0.645
Br -7.71 1.21 -1.35 0.836
C -5.04 0.53 -1.99 -0.068
C -3.68 0.35 -1.75 -0.117
C -3.11 0.83 -0.57 -0.172
O -1.76 0.81 -0.40 -0.267
C -2.90 -0.25 -2.78 -0.157
N -2.62 0.05 -3.96 0.258
C -1.99 -1.04 -4.61 -0.208
C -1.58 -1.11 -5.94 0.043
C -1.22 -2.39 -6.44 -0.017
C -1.30 -3.53 -5.66 -0.045
C -1.57 -3.45 -4.31 -0.003
C -1.81 -2.17 -3.84 -0.108
N -2.36 -1.72 -2.45 0.252
H -4.86 2.82 2.50 0.106
H -3.47 2.40 3.45 0.094
H -4.65 1.08 2.89 0.125
H -5.98 2.01 0.96 0.115
H -5.39 0.20 -2.94 0.120
H -1.61 -1.67 -1.74 0.153
H -1.59 -0.27 -6.60 0.126
H -0.99 -2.39 -7.47 0.111
H -1.15 -4.49 -6.13 0.128
H -1.60 -4.34 -3.65 0.137
H -3.04 -2.38 -2.17 0.166
N 2.72 -0.04 -4.23 0.163
C 1.63 0.57 -3.64 -0.339
C 1.28 0.28 -2.34 -0.124
N 0.33 0.93 -1.74 -0.010
C -0.29 1.90 -2.41 -0.118
C 0.03 2.11 -3.75 -0.079
N 1.03 1.52 -4.37 0.171
H 3.20 -0.76 -3.73 0.092
H 2.89 0.16 -5.21 0.122
H 1.78 -0.56 -1.84 0.074
H -1.07 2.52 -1.97 0.124
H -0.53 2.84 -4.33 0.130
C 1.02 -7.22 1.20 -0.012
C 1.21 -5.75 1.16 -0.213
C 1.27 -4.95 2.30 0.013
C 1.37 -3.58 2.28 -0.141
C 1.41 -2.86 3.64 0.004
C 1.46 -2.93 1.00 -0.057
C 1.56 -3.72 -0.18 -0.142
C 1.76 -3.18 -1.64 -0.005
C 1.39 -5.08 -0.05 -0.004
C 0.98 -1.60 0.82 -0.464
O 0.32 -1.14 -0.22 -0.164
O 0.99 -0.68 1.75 -0.169
H 1.94 -7.77 1.04 0.105
H 0.38 -7.52 0.36 0.101
H 0.67 -7.59 2.13 0.080
H 1.23 -5.41 3.30 0.139
H 1.90 -3.52 4.36 0.100
H 0.37 -2.48 3.86 0.077
H 2.07 -1.98 3.62 0.079
H 1.08 -2.36 -1.86 0.034
H 1.71 -3.98 -2.37 0.086
H 2.78 -2.76 -1.74 0.090
H 1.42 -5.73 -0.94 0.138
O 1.83 1.35 0.46 -0.603
S 3.11 0.42 0.27 1.122
C 4.05 0.67 1.84 -0.254
C 5.26 1.51 1.52 -0.190
C 4.82 2.48 0.42 -0.185
C 4.16 1.58 -0.63 -0.285
H 4.22 -0.32 2.33 0.119
H 3.30 1.15 2.45 0.089
H 5.98 0.87 1.10 0.110
H 5.57 1.97 2.43 0.127
H 5.64 3.04 -0.04 0.136
H 4.03 3.21 0.80 0.145
H 4.90 1.01 -1.17 0.111
H 3.51 2.06 -1.33 0.092
```


Molecular formula: C20H17ClFN3O5
Method: DFT, the ωB97M-V functional and the def2-TZVPD basis

Calculated values
HOMO energy: -0.303 Eh
gap between HOMO and LUMO: 7.1 eV
structure (SMILES): CC1=NN(c2cccc(Cl)c2)C(=O)/C1=C/C1=CO[C@H]2[C@@H](C[C@@H](F)C[C@@H]2[N+](=O)[O-])C1=O
LUMO level: -1.2 eV

The geometry in XYZ format:
```
47
Properties=species:S:1:pos:R:3:nbo_charge:R:1
O -3.47 -1.08 1.10 -0.580
O 1.29 -2.22 1.80 -0.522
O 5.39 1.44 -1.19 -0.387
O 5.39 0.24 -3.02 -0.341
F 5.54 -3.47 -0.45 -0.360
Cl -8.50 -0.66 1.24 -0.007
N -2.85 2.15 -0.12 -0.205
O 2.47 -0.14 -1.42 -0.475
C -3.07 -0.06 0.53 0.616
C 1.66 -1.65 0.80 0.569
C -1.66 1.61 -0.08 0.183
C 1.17 -0.14 -1.01 0.293
C 0.70 -0.81 0.09 -0.317
C -0.75 -0.83 0.33 -0.016
C -1.69 0.19 0.21 -0.175
C -7.01 2.83 -0.17 -0.190
C -7.89 1.86 0.30 -0.257
C -5.65 2.56 -0.25 -0.261
C -6.03 0.36 0.66 -0.297
C -7.41 0.60 0.66 0.008
C -5.11 1.35 0.24 0.236
N -3.72 1.15 0.22 -0.306
N 5.22 0.38 -1.82 0.523
C -0.46 2.51 -0.27 -0.651
C 4.06 -2.49 1.16 -0.428
C 5.86 -1.25 -0.11 -0.439
C 5.48 -2.57 0.57 0.218
C 3.45 -0.58 -0.43 0.106
C 3.03 -1.91 0.18 -0.342
C 4.81 -0.79 -1.12 -0.137
H 0.43 0.35 -1.67 0.215
H -1.13 -1.78 0.71 0.254
H -7.39 3.78 -0.56 0.222
H -8.95 2.03 0.39 0.223
H -5.00 3.37 -0.50 0.232
H -5.75 -0.62 1.06 0.266
H 0.41 2.15 0.35 0.222
H -0.14 2.56 -1.28 0.223
H -0.68 3.54 0.07 0.246
H 4.14 -1.81 2.03 0.224
H 3.71 -3.47 1.50 0.252
H 6.05 -0.45 0.61 0.233
H 6.80 -1.40 -0.63 0.242
H 6.17 -2.79 1.40 0.186
H 3.51 0.18 0.35 0.210
H 2.89 -2.65 -0.58 0.242
H 4.66 -1.56 -1.87 0.251
```


Molecular formula: C5H11NS
Method: DFT, the ωB97M-V functional and the def2-TZVPD basis

Calculated values
HOMO energy: -0.252 Eh
gap between HOMO and LUMO: 3.9 eV
LUMO level: -2.9 eV

The geometry in XYZ format:
```
18
Properties=species:S:1:pos:R:3:nbo_charge:R:1
C 2.16 -0.30 0.36 -0.109
C 2.36 -0.51 -1.00 -0.165
C 1.86 1.21 0.74 -0.133
N 0.86 0.39 1.25 -0.590
H 2.66 -0.86 1.14 0.259
H 1.53 -0.47 -1.71 0.234
H 3.36 -0.67 -1.40 0.229
H 1.57 1.85 -0.09 0.208
H 2.63 1.57 1.42 0.219
H -0.06 0.91 1.33 0.418
C -2.97 -0.74 -0.63 -0.616
C -1.72 -0.21 0.10 -0.542
S -2.14 1.47 0.65 -0.380
H -3.29 -0.04 -1.42 0.211
H -3.80 -0.71 0.08 0.212
H -2.82 -1.77 -0.99 0.191
H -0.88 -0.12 -0.60 0.158
H -1.32 -1.00 0.76 0.194
```


Molecular formula: C4H4BeLiO2
Method: DFT, the ωB97M-V functional and the def2-TZVPD basis

Calculated values
HOMO energy (spin up / spin down): -0.626 / -0.698 Eh
expectation value of S²: 0.79
spin multiplicity: 2
gap between HOMO and LUMO (spin up / spin down): 7.4 / 9.2 eV
total charge: +2
LUMO level (spin up / spin down): -9.6 / -9.9 eV

The geometry in XYZ format:
```
12
Properties=species:S:1:pos:R:3:mulliken_spin:R:1
O 1.72 1.32 0.12 0.065
C 0.52 0.90 0.36 0.469
C 0.10 0.38 1.56 0.038
H 1.99 1.23 -0.81 -0.005
H -0.97 0.47 1.77 0.005
H 0.81 0.41 2.40 0.024
C -0.55 0.55 -1.49 -0.209
C -0.66 -0.68 -1.23 0.594
O -0.72 -1.63 -0.36 -0.006
Be 0.03 -1.25 0.85 0.024
H -0.30 1.26 -2.26 -0.003
Li -1.97 -2.96 -0.90 0.004
```


Molecular formula: C4H9F2O3PSi
Method: DFT, the ωB97M-V functional and the def2-TZVPD basis

Calculated values
HOMO energy: 0.031 Eh
gap between HOMO and LUMO: 5.7 eV
total charge: -2
LUMO level: 6.5 eV

The geometry in XYZ format:
```
20
Properties=species:S:1:pos:R:3:nbo_charge:R:1
C 0.03 1.18 -1.95 -1.108
C 0.94 -1.45 -1.16 -1.136
C -1.78 -0.14 0.00 -1.135
C 0.32 -0.97 1.53 0.105
O -0.80 1.99 2.49 -1.205
O 1.66 1.55 2.95 -1.205
O 0.69 1.34 0.57 -1.186
F 1.46 -1.62 1.95 -0.431
F -0.67 -1.63 2.24 -0.434
Si 0.10 0.00 -0.31 1.729
P 0.44 1.23 2.19 2.185
H 0.22 0.62 -2.93 0.166
H -0.70 1.91 -1.94 0.194
H 0.95 1.78 -2.00 0.193
H 0.67 -1.71 -2.24 0.185
H 2.08 -1.41 -1.15 0.213
H 0.83 -2.43 -0.71 0.210
H -2.41 0.62 -0.47 0.194
H -2.27 -1.07 -0.13 0.197
H -1.74 0.20 1.07 0.267
```